[1]
ORCA calculation (ωB97M-V/def2-TZVPD) on an isolated molecule of CH4N4S.

Element x y z (Å)
C1 0.186998 -0.756688 -0.609750
N1 -1.242548 1.422110 0.051184
N2 0.758510 0.328578 0.197268
N3 -0.128698 1.409797 0.419925
N4 -1.148850 -1.026011 -0.218770
S1 -1.574305 -1.641737 1.173285
H1 0.075107 -0.449424 -1.603199
H2 0.757295 -1.754053 -0.567932
H3 1.765758 0.496989 0.077816
H4 0.550733 1.970438 1.080172

Atoms 1-3, force components in eV/Å:
0.9 -0.6 1.3
-0.3 1.1 0.3
1.1 -2.6 -0.2

Summary:
* E_tot: -17891.76056 eV
* max |F|: 2.808 eV/A

[2]
ORCA calculation (ωB97M-V/def2-TZVPD) on a cluster of 2 separate species, CH4N5 in total.

Element x y z (Å)
C1 -2.088016 -0.041979 -0.029243
N1 3.641480 0.284242 0.401166
N2 1.368156 -0.094703 0.256874
N3 2.471934 0.089415 0.152667
N4 -2.947571 0.680111 0.261626
N5 -1.265302 -0.923843 -0.329388
H1 4.315961 0.809164 -0.045196
H2 -3.810142 1.263702 0.596514
H3 -1.427806 -1.401782 -1.275118
H4 -0.258695 -0.664331 0.010094

Atoms 1-3, force components in eV/Å:
-3.9 2.2 1.1
-2.4 -2.4 1.6
-0.6 -0.4 -0.6

Summary:
* charge: +1
* E_tot: -8541.84890 eV
* max |F|: 4.594 eV/A

[3]
ORCA calculation (ωB97M-V/def2-TZVPD) on an isolated molecule of CH4N6O.

Element x y z (Å)
C1 -0.340433 -0.785198 0.039658
H1 2.875814 -0.955878 -0.208934
H2 2.014219 0.051356 1.269846
H3 -0.027095 1.003792 -1.162218
H4 0.298317 2.245923 0.024590
N1 1.962678 -0.296785 0.111895
N2 0.899359 -1.136531 -0.069572
N3 -1.497746 -1.598916 -0.157406
N4 -2.522152 -0.886069 -0.179996
N5 -0.868655 0.477109 0.398134
N6 -0.390586 1.541467 -0.431830
O1 -2.403715 0.339734 0.365834

Atoms 1-3, force components in eV/Å:
0.3 1.1 1.1
-3.1 2.5 1.9
0.1 -1.4 -4.3

Summary:
* E_tot: -12082.58352 eV
* SMILES: N/N=c1/nnon1N
* max |F|: 4.526 eV/A

[4]
ORCA calculation (ωB97M-V/def2-TZVPD) on a cluster of 2 separate species, CH4NO in total.

Element x y z (Å)
C1 -1.007185 0.386367 0.106284
N1 1.176091 0.265458 0.098427
O1 0.046379 0.986096 -0.056301
H1 -1.804961 1.101919 -0.005688
H2 -1.034939 -0.695544 0.361015
H3 0.742799 -1.203293 0.120067
H4 2.054965 0.628823 -0.177409

Atoms 1-3, force components in eV/Å:
-1.7 0.4 0.1
-2.4 -6.2 1.7
2.2 -0.3 -0.4

Summary:
* charge: +1
* E_tot: -4625.67424 eV
* max |F|: 6.903 eV/A

[5]
ORCA calculation (ωB97M-V/def2-TZVPD) on a cluster of 2 separate species, CH4NO2 in total.

Element x y z (Å)
O1 -1.144136 -1.338166 1.603460
H1 -0.509209 -0.603743 1.450545
C1 0.988791 0.328160 -0.553676
N1 0.381044 0.902793 -1.664610
O2 0.318351 0.405188 0.492518
H2 -1.247412 -1.596375 0.682503
H3 -0.605597 1.153238 -1.774953
H4 0.829386 0.687430 -2.540066

Atoms 1-3, force components in eV/Å:
-0.3 -0.4 0.2
0.1 0.1 0.0
0.2 -0.2 0.3

Summary:
* charge: -1
* E_tot: -6686.69848 eV
* max |F|: 1.251 eV/A

[6]
ORCA calculation (ωB97M-V/def2-TZVPD) on a cluster of 2 separate species, CH4NO2 in total.

Element x y z (Å)
O1 1.379827 1.316296 -0.817368
H1 0.741408 1.246119 -1.532474
C1 0.149818 -1.150039 0.801301
N1 -1.206748 -0.542403 0.505792
O2 0.928507 -0.296549 1.228470
H2 1.111877 0.705129 -0.072173
H3 -1.270398 -0.006507 -0.330430
H4 -1.834291 -1.272046 0.216881

Atoms 1-3, force components in eV/Å:
0.2 0.2 -0.1
0.0 -0.2 0.3
-0.6 -0.1 0.5

Summary:
* charge: -1
* E_tot: -6686.26754 eV
* max |F|: 1.843 eV/A

[7]
ORCA calculation (ωB97M-V/def2-TZVPD) on a cluster of 2 separate species, CH4NO2 in total.

Element x y z (Å)
O1 1.375617 -1.780155 0.885106
H1 2.165505 -1.326003 1.200433
C1 -0.959100 0.044358 0.060655
N1 -0.475244 1.381409 -0.516849
O2 -2.061621 -0.217384 -0.378876
H2 0.729012 -1.035250 0.843326
H3 -1.233116 1.558631 -1.197531
H4 0.458945 1.374396 -0.896261

Atoms 1-3, force components in eV/Å:
0.5 0.3 0.3
0.1 -0.2 0.0
1.5 0.9 -0.3

Summary:
* charge: -1
* E_tot: -6686.60495 eV
* max |F|: 1.771 eV/A

[8]
ORCA calculation (ωB97M-V/def2-TZVPD) on a cluster of 2 separate species, CH4NO2 in total.

Element x y z (Å)
O1 0.338229 -0.867956 2.340640
H1 -0.369094 -1.254409 1.924960
C1 0.183676 0.039893 -0.651290
N1 -1.249207 -0.053251 -1.158527
O2 0.987618 1.001913 -0.936557
H2 0.649805 -0.143033 1.712943
H3 -1.214405 0.152737 -2.125961
H4 -2.030686 0.306452 -0.727175

Atoms 1-3, force components in eV/Å:
3.3 2.7 1.5
-2.4 -1.3 -2.0
2.4 1.9 1.7

Summary:
* charge: -1
* E_tot: -6685.39000 eV
* max |F|: 4.503 eV/A

[9]
ORCA calculation (ωB97M-V/def2-TZVPD) on an isolated molecule of CH4NO2P.

Element x y z (Å)
C1 0.317049 -0.526313 0.483865
N1 1.922134 0.174447 0.070959
O1 1.891384 1.283844 -0.279794
O2 2.765881 -0.660919 -0.124657
P1 -1.042423 0.444294 -0.214551
H1 0.633149 -1.484628 -0.027101
H2 0.460247 -0.640261 1.614939
H3 -0.436792 0.599969 -1.540376
H4 -0.547388 1.672729 -0.078541

Atoms 1-3, force components in eV/Å:
4.2 -0.5 0.8
-3.5 -3.5 -0.1
0.8 3.2 -0.4

Summary:
* E_tot: -15971.09033 eV
* SMILES: O=[N+]([O-])CP
* max |F|: 4.923 eV/A

[10]
ORCA calculation (ωB97M-V/def2-TZVPD) on a structure of composition CH4NO2Si.

Element x y z (Å)
C1 -1.521978 1.358301 -1.017807
N1 -1.380697 0.602043 0.057238
O1 -2.455666 1.871675 -1.606749
O2 -0.281471 1.297069 -1.535395
Si1 0.382033 0.093867 -0.432142
H1 -2.119318 0.541349 0.858756
H2 1.544102 -0.207789 -1.416213
H3 -0.243271 -1.209995 -0.319364
H4 0.887027 0.761841 0.685367

Atoms 1-3, force components in eV/Å:
-0.2 -0.4 -0.7
-3.1 0.0 4.1
-0.7 0.7 0.2

Summary:
* charge: -1
* E_tot: -14566.15800 eV
* max |F|: 5.177 eV/A

[11]
ORCA calculation (ωB97M-V/def2-TZVPD) on a cluster of 2 separate species, CH4NO3P in total.

Element x y z (Å)
C1 1.146843 0.374772 1.856783
N1 -1.486950 -0.641938 -1.410253
O1 -0.185076 1.447657 -0.897378
O2 1.160347 -0.793668 -1.369144
O3 0.227491 -0.189511 1.265850
P1 -0.038613 0.016477 -1.099546
H1 1.110651 0.756659 2.920106
H2 2.065860 0.507399 1.272163
H3 -1.757447 -1.537592 -1.419547
H4 -2.243105 0.059745 -1.119033

Atoms 1-3, force components in eV/Å:
-0.9 -0.8 -1.2
-0.7 5.7 1.1
0.0 0.5 0.1

Summary:
* E_tot: -18023.96608 eV
* SMILES: NP(=O)=O.C=O
* max |F|: 5.806 eV/A

[12]
ORCA calculation (ωB97M-V/def2-TZVPD) on an isolated molecule of CH4NO3P.

Element x y z (Å)
C1 -1.407130 -0.098036 -0.595057
N1 1.668707 0.077731 0.292807
O1 1.051792 2.469575 -1.008075
O2 -1.038566 0.955222 0.231973
O3 -0.213275 -0.139373 -1.396799
P1 0.518206 0.994473 -0.442884
H1 -1.603091 -1.000007 0.044424
H2 -2.148944 0.172981 -1.247776
H3 1.583489 -0.834182 -0.196078
H4 2.535889 0.495163 0.354230

Atoms 1-3, force components in eV/Å:
1.6 -1.2 1.1
-3.0 -1.4 -0.9
-2.5 -6.9 2.9

Summary:
* E_tot: -18023.77651 eV
* max |F|: 7.907 eV/A

[13]
ORCA calculation (ωB97M-V/def2-TZVPD) on the ion CH4NO3S with charge -1.

Element x y z (Å)
C1 0.447579 0.484461 -1.087170
N1 -1.431680 -0.077348 1.014616
O1 -0.565550 -1.865436 -0.717048
O2 0.923339 -0.999791 1.086273
O3 -0.717421 1.011984 1.660826
S1 -0.202911 -0.746237 0.149876
H1 1.485349 0.520693 -0.929483
H2 0.123762 -0.173979 -1.941457
H3 -0.048838 1.458550 -1.266136
H4 -0.013629 0.387104 2.029704

Atoms 1-3, force components in eV/Å:
-2.4 -1.4 -1.1
0.1 -1.2 -2.2
-0.4 0.3 0.8

Summary:
* charge: -1
* E_tot: -19567.94177 eV
* SMILES: C[S@@](=O)([O-])=NO
* max |F|: 2.940 eV/A

[14]
ORCA calculation (ωB97M-V/def2-TZVPD) on an isolated molecule of CH4NOP.

Element x y z (Å)
C1 0.496390 0.834150 -0.019868
N1 -1.447520 -2.398222 0.813343
O1 -0.096051 -0.173850 0.632581
P1 -0.858364 -1.634906 -0.388768
H1 1.316522 1.280290 0.525393
H2 -0.256793 1.617068 -0.248139
H3 0.851961 0.416322 -1.027954
H4 -1.600456 -3.338557 0.491853

Atoms 1-3, force components in eV/Å:
0.0 1.0 -3.5
0.6 0.3 -0.5
-2.7 -4.9 0.0

Summary:
* E_tot: -13926.67259 eV
* SMILES: [H]/N=P/OC
* max |F|: 5.600 eV/A

[15]
ORCA calculation (ωB97M-V/def2-TZVPD) on an isolated molecule of CH4NOP.

Element x y z (Å)
C1 0.209823 -0.517666 -0.656276
N1 0.139153 0.096843 -1.752548
O1 -0.714258 0.276239 1.608173
P1 0.728978 0.490147 0.778736
H1 0.052809 -1.604407 -0.414246
H2 -0.064265 -0.506120 -2.444770
H3 -0.551362 0.191389 2.598064
H4 0.199121 1.573576 0.282867

Atoms 1-3, force components in eV/Å:
0.5 -0.1 1.2
0.8 1.9 2.5
0.5 -0.7 2.9

Summary:
* E_tot: -13926.81442 eV
* SMILES: [H]/N=C/PO
* max |F|: 4.464 eV/A

[16]
ORCA calculation (ωB97M-V/def2-TZVPD) on a cluster of 2 separate species, CH4NOP in total.

Element x y z (Å)
C1 0.006373 0.144920 1.843437
N1 0.935567 -0.493388 1.194273
O1 1.986243 -1.050049 1.522388
P1 -0.368334 -0.085888 -1.482655
H1 -0.980634 0.203299 1.365297
H2 0.060359 0.187398 2.901402
H3 0.335199 -1.047184 -2.239363
H4 1.013150 0.295911 -1.382016

Atoms 1-3, force components in eV/Å:
0.2 -1.7 -1.3
-0.2 -0.2 1.4
-0.9 1.0 -0.4

Summary:
* multiplicity: 3
* E_tot: -13922.78317 eV
* max |F|: 2.178 eV/A

[17]
ORCA calculation (ωB97M-V/def2-TZVPD) on a cluster of 3 separate species, CH4NOP in total.

Element x y z (Å)
C1 0.677042 -0.479398 0.992086
N1 0.111588 0.359747 0.451513
O1 1.083042 -1.463260 1.409435
P1 -0.106294 2.051838 0.061396
H1 -0.902105 -2.355644 -0.337007
H2 -0.857893 -1.740529 -0.905413
H3 1.044803 1.928676 -0.717367
H4 -1.050183 1.698570 -0.954642

Atoms 1-3, force components in eV/Å:
1.3 -3.5 1.5
-3.0 4.3 -2.6
1.7 -2.1 1.6

Summary:
* multiplicity: 3
* E_tot: -13921.84052 eV
* max |F|: 5.834 eV/A

[18]
ORCA calculation (ωB97M-V/def2-TZVPD) on a structure of composition CH4NOPS.

Element x y z (Å)
C1 -0.804974 -0.291303 -0.716142
N1 0.874011 0.443973 1.205714
O1 -0.087792 -1.397974 -0.309906
P1 -0.030203 1.396874 0.031004
S1 1.328994 -1.034936 0.581010
H1 -0.901011 -0.240999 -1.787528
H2 -1.679982 -0.497713 -0.117874
H3 0.299513 0.517502 2.074451
H4 1.001444 1.104576 -0.960728

Atoms 1-3, force components in eV/Å:
-0.6 1.3 1.8
-1.3 1.0 0.6
2.2 -1.0 0.5

Summary:
* E_tot: -24761.52500 eV
* max |F|: 3.202 eV/A

[19]
ORCA calculation (ωB97M-V/def2-TZVPD) on a cluster of 2 separate species, CH4NOS2 in total.

Element x y z (Å)
C1 0.738209 0.486165 -0.201871
N1 0.919701 -0.022895 0.944465
O1 -1.492627 -0.518814 -0.317581
S1 1.376561 0.361045 -1.749197
S2 0.027302 1.847458 -0.966649
H1 1.448471 -0.858440 1.090579
H2 -2.365090 -0.342965 -0.515161
H3 0.880294 0.562285 1.903780
H4 -1.532820 -1.513840 -0.188367

Atoms 1-3, force components in eV/Å:
0.1 1.3 -1.0
0.4 1.7 4.5
2.3 -3.2 1.0

Summary:
* charge: +1
* E_tot: -26301.25542 eV
* max |F|: 4.862 eV/A

[20]
ORCA calculation (ωB97M-V/def2-TZVPD) on a cluster of 2 separate species, CH4O2 in total.

Element x y z (Å)
O1 -1.973703 -0.840975 0.202286
C1 -1.316532 0.136892 -0.017429
H1 -0.282705 0.150964 -0.425227
H2 -1.718381 1.149712 0.191723
H3 2.141456 1.276062 -0.193455
H4 2.082796 0.067626 0.599238
O2 2.588744 0.417278 -0.153907

Atoms 1-3, force components in eV/Å:
0.4 0.0 -0.2
-0.2 0.6 0.2
-0.2 -0.5 0.0

Summary:
* E_tot: -5195.72434 eV
* SMILES: C=O.O
* max |F|: 1.332 eV/A